(1)
{"formula": "C6H9N", "method": "ωB97M-V/def2-TZVPD", "symbols": ["C", "C", "C", "C", "C", "C", "N", "H", "H", "H", "H", "H", "H", "H", "H", "H"], "positions_angstrom": [[2.05681, -2.00130, -0.81976], [1.05308, -1.70108, 0.24725], [-0.15506, -1.20623, 0.11798], [-1.12644, -0.28232, 0.22137], [-0.62004, 1.08864, 0.37004], [-1.64062, 2.20502, 0.42367], [0.64642, 1.29287, 0.38492], [3.04457, -1.77493, -0.40768], [2.06338, -3.06604, -1.07342], [1.90534, -1.41289, -1.73200], [-0.14657, -2.41925, 0.33921], [-2.18484, -0.50505, 0.16259], [-1.87164, 2.53933, -0.59502], [-2.57843, 1.89865, 0.89667], [-1.23242, 3.05919, 0.97322], [0.84042, 2.28927, 0.48648]], "atomic_forces_ev_per_a": [[0.09, -0.02, -0.02], [-0.32, 0.29, -0.19], [0.45, 0.03, 0.21], [0.05, -0.04, -0.04], [0.11, 0.00, -0.06], [-0.04, 0.07, 0.04], [-0.26, 0.16, 0.02], [-0.12, -0.08, -0.08], [-0.05, 0.13, 0.10], [-0.04, -0.12, 0.14], [-0.18, -0.09, -0.12], [0.23, 0.01, -0.01], [0.01, -0.09, 0.14], [0.15, -0.01, -0.06], [-0.08, -0.12, -0.09], [0.00, -0.12, 0.02]], "mulliken_charge": [-0.87, -0.14, 0.37, -0.92, 0.93, -1.22, -0.70, 0.29, 0.32, 0.30, 0.14, 0.33, 0.27, 0.32, 0.38, 0.21], "homo_energy_ev": -7.655, "e_tot_ev": -7853.495, "e_lumo_ev": 0.7960, "orbital_gap_ev": 8.5, "relative_energy_ev": 4.6646}

---

(2)
{"formula": "C31H84F9N7O16S3", "method": "ωB97M-V/def2-TZVPD", "symbols": ["C", "C", "C", "O", "C", "N", "H", "H", "H", "H", "H", "H", "H", "H", "H", "H", "H", "H", "C", "C", "C", "O", "C", "N", "H", "H", "H", "H", "H", "H", "H", "H", "H", "H", "H", "H", "C", "C", "C", "O", "C", "N", "H", "H", "H", "H", "H", "H", "H", "H", "H", "H", "H", "H", "C", "C", "C", "O", "C", "N", "H", "H", "H", "H", "H", "H", "H", "H", "H", "H", "H", "H", "C", "C", "C", "O", "C", "N", "H", "H", "H", "H", "H", "H", "H", "H", "H", "H", "H", "H", "C", "C", "C", "O", "C", "N", "H", "H", "H", "H", "H", "H", "H", "H", "H", "H", "H", "H", "C", "C", "C", "O", "C", "N", "H", "H", "H", "H", "H", "H", "H", "H", "H", "H", "H", "H", "C", "F", "F", "F", "S", "O", "O", "O", "C", "F", "F", "F", "S", "O", "O", "O", "C", "F", "F", "F", "S", "O", "O", "O"], "positions_angstrom": [[2.35240, 6.04983, 8.01008], [1.47878, 4.87629, 8.32659], [0.87386, 4.70034, 9.75498], [0.14509, 3.52393, 9.87496], [-0.16434, 3.18046, 11.21981], [0.35228, 4.67023, 7.30928], [-0.37268, 4.01783, 7.57177], [-0.18581, 5.52451, 7.28150], [0.75150, 4.58355, 6.38558], [2.82249, 5.85987, 7.04518], [3.19846, 6.14590, 8.69055], [1.79267, 6.97851, 7.89887], [2.02914, 3.96059, 8.11049], [0.27276, 5.59761, 9.90225], [1.75260, 4.60879, 10.39337], [-0.79494, 2.29283, 11.16923], [-0.78110, 3.89965, 11.75877], [0.72167, 2.84076, 11.75619], [2.01234, 0.87594, 7.82422], [1.10946, 0.22867, 8.97332], [0.47457, -1.02374, 8.41864], [-0.25638, -1.80306, 9.40365], [-1.60420, -1.39083, 9.64086], [1.94080, -0.10958, 10.16902], [1.56247, -0.81350, 10.78665], [2.82111, -0.52435, 9.89861], [2.22099, 0.68810, 10.72156], [1.45287, 1.39422, 7.04545], [2.72017, 0.25272, 7.27771], [2.50433, 1.71047, 8.32381], [0.35112, 0.84880, 9.45129], [1.25445, -1.67687, 8.02708], [-0.19564, -0.91333, 7.56616], [-2.17098, -1.52737, 8.71988], [-1.55891, -0.34289, 9.93726], [-1.89978, -2.01592, 10.48347], [-1.97949, 10.57770, 4.93917], [-0.73659, 10.54342, 4.02253], [0.26176, 9.45863, 4.34560], [-0.36336, 8.21519, 4.01807], [0.60437, 7.22543, 3.96447], [-1.20171, 10.38818, 2.53077], [-1.26137, 11.25233, 2.01136], [-0.49672, 9.76159, 2.16955], [-2.10132, 9.95543, 2.37737], [-1.67384, 10.18996, 5.91094], [-2.90458, 10.10880, 4.60385], [-2.26809, 11.62866, 4.95630], [-0.13654, 11.45338, 4.02743], [0.30696, 9.58055, 5.42781], [1.26849, 9.70296, 4.00661], [1.45668, 7.44726, 3.32224], [0.02549, 6.39166, 3.56719], [0.96779, 6.83067, 4.91325], [-1.19432, 2.98704, 3.06365], [-2.61232, 3.46395, 2.92042], [-3.60547, 2.25243, 2.85645], [-4.97409, 2.74031, 2.68767], [-5.35490, 3.15145, 1.38098], [-3.00501, 4.41175, 4.06335], [-4.00537, 4.47859, 4.18548], [-2.56065, 4.15390, 4.93293], [-2.84574, 5.36701, 3.77662], [-1.17631, 2.09196, 3.68543], [-0.40399, 3.66724, 3.38117], [-0.83077, 2.55916, 2.12939], [-2.79009, 4.02193, 2.00110], [-3.58868, 1.63448, 3.75420], [-3.36270, 1.66656, 1.96993], [-6.39478, 3.44878, 1.51640], [-5.34569, 2.31691, 0.67986], [-4.84807, 3.95650, 0.84889], [5.78844, -1.36905, 4.94646], [6.89004, -2.49145, 4.92797], [8.03474, -2.01004, 5.76096], [8.98615, -3.08593, 5.95566], [9.72819, -3.23000, 7.19629], [6.20069, -3.71989, 5.62753], [5.35477, -4.02474, 5.16755], [6.83813, -4.48913, 5.77599], [6.00540, -3.45790, 6.58321], [6.24843, -0.50715, 4.46309], [5.44974, -1.09777, 5.94635], [4.92009, -1.51653, 4.30434], [7.21347, -2.89709, 3.96935], [7.72810, -1.48633, 6.66639], [8.63566, -1.22186, 5.30734], [10.54269, -2.52806, 7.37514], [10.12208, -4.24580, 7.22953], [9.04924, -3.25168, 8.04872], [4.51121, 7.00297, 4.12144], [5.39156, 8.28627, 3.96737], [4.74911, 9.36531, 3.10971], [5.58308, 10.64566, 3.12324], [4.93131, 11.66893, 2.44443], [5.66355, 8.92199, 5.34330], [5.97904, 8.22302, 6.00057], [6.31291, 9.69523, 5.32037], [4.86921, 9.41471, 5.72586], [3.48308, 7.35208, 4.21718], [4.82828, 6.30514, 4.89642], [4.59967, 6.48735, 3.16520], [6.39176, 8.00105, 3.64127], [3.72958, 9.61186, 3.40612], [4.66272, 8.98000, 2.09375], [3.88615, 11.89261, 2.65820], [4.91713, 11.54596, 1.36148], [5.59341, 12.50885, 2.65485], [5.67898, 1.01902, 7.55492], [6.48107, 2.30238, 7.23943], [6.76571, 2.47401, 5.75688], [7.24976, 3.81246, 5.50693], [7.31235, 4.13962, 4.11341], [5.58579, 3.46062, 7.79412], [4.77766, 3.52536, 7.19176], [5.25983, 3.15185, 8.69884], [6.12707, 4.30401, 7.91983], [5.42241, 1.07286, 8.61293], [6.32259, 0.13961, 7.53243], [4.75888, 0.94672, 6.97501], [7.35658, 2.29159, 7.88864], [5.84580, 2.54131, 5.17607], [7.54225, 1.76069, 5.48075], [6.31105, 3.91923, 3.74339], [8.00588, 3.45629, 3.62334], [7.57054, 5.19851, 4.12751], [2.38198, 1.75695, 4.02634], [3.36498, 0.92936, 4.19336], [2.24387, 1.97973, 2.73721], [1.23505, 1.22718, 4.50511], [2.87583, 3.47941, 4.85170], [1.62550, 4.29193, 4.94423], [3.47187, 3.18208, 6.16707], [3.84959, 4.02484, 3.88850], [2.32537, 3.71093, -0.57535], [3.04877, 2.52420, -0.68386], [1.09321, 3.41728, -0.99975], [2.22267, 4.12361, 0.72863], [3.16615, 5.11111, -1.75142], [2.24599, 6.24481, -1.78273], [4.42721, 5.49918, -1.05852], [3.40694, 4.60308, -3.10533], [2.12639, -2.26301, 4.90970], [2.91899, -1.82752, 5.89613], [0.89911, -1.76730, 5.06264], [2.56341, -1.86823, 3.74712], [2.13602, -4.16425, 4.97382], [1.43846, -4.67586, 3.77592], [3.58825, -4.56104, 4.92502], [1.44952, -4.39077, 6.23642]], "atomic_forces_ev_per_a": [[-0.06, 0.21, -0.79], [-0.81, -3.00, 0.60], [1.12, 0.78, -1.12], [-0.30, -0.02, -0.90], [-0.73, -1.21, 0.14], [-0.49, 2.38, 1.33], [0.40, -1.14, 0.31], [-0.20, 0.80, -0.03], [0.58, -0.97, -1.42], [-0.08, -0.03, -0.25], [-0.42, 0.12, 0.41], [0.10, 0.18, 0.43], [0.42, -0.01, 0.26], [-0.09, 0.11, 0.85], [-0.02, 0.72, 0.45], [-0.10, -0.03, -0.21], [0.48, 0.42, -0.05], [0.23, 0.61, 0.23], [-0.98, 1.04, 1.75], [-0.31, 0.01, -1.66], [-1.16, -2.26, 0.85], [1.77, 0.74, -0.46], [1.15, -0.02, -0.06], [1.48, -0.46, -0.27], [-1.12, -0.48, 0.30], [0.55, -0.39, -0.48], [-0.29, 0.49, 0.27], [-0.59, -0.38, 0.17], [-0.17, -0.51, 0.57], [0.64, 0.04, -0.11], [-0.01, 0.61, -0.78], [0.16, -0.26, 0.14], [0.11, 0.89, -0.15], [-0.38, -0.07, 0.26], [-0.61, 0.25, 0.13], [-0.52, 0.16, -0.32], [0.61, 1.03, -0.49], [-1.00, 0.02, -0.89], [-2.00, 0.46, 1.14], [1.35, 1.87, 0.13], [-0.54, -2.31, -0.52], [0.79, -0.14, 0.98], [0.43, 0.59, -0.21], [0.06, -0.07, -1.01], [-0.44, -0.44, 0.47], [-0.39, 0.34, 0.07], [0.42, -0.63, -0.27], [-0.02, 0.04, 0.75], [-0.55, 0.37, 0.15], [0.39, -0.34, 0.35], [0.03, -0.73, -0.86], [-0.10, 0.09, -0.15], [0.60, -0.39, -0.42], [0.14, 0.57, 0.50], [0.54, -0.95, -0.11], [-0.81, -0.92, -0.47], [-1.54, 1.57, -0.76], [2.17, 0.21, 0.94], [-1.20, -0.66, -0.57], [-0.31, -0.05, -1.06], [-1.07, -1.02, 0.13], [0.09, 0.12, 0.23], [1.01, 0.43, 0.19], [0.04, 0.13, 0.54], [-0.30, 0.36, 0.13], [-0.23, 0.30, -0.35], [0.13, 0.25, 0.15], [0.02, 0.04, 0.00], [0.38, -0.19, 0.12], [0.07, 0.05, -0.22], [0.02, -0.28, 0.12], [0.63, 0.37, 0.68], [0.90, -0.20, -1.51], [-2.27, -0.39, 1.06], [2.74, -0.63, 0.65], [-0.68, 0.13, 0.47], [-0.83, -0.51, 0.12], [2.13, 1.43, 0.41], [-1.50, -0.45, -0.48], [0.54, -0.53, -0.61], [-0.69, 0.23, 0.28], [0.21, 0.33, 0.30], [0.20, -0.32, -0.06], [0.06, -0.70, 0.19], [-0.19, 0.47, -0.10], [-0.41, -0.65, 0.71], [-0.43, 0.20, -0.90], [-0.17, 0.23, -0.43], [0.23, 0.13, -0.59], [-0.25, 0.53, 0.13], [0.57, 1.58, -0.84], [-0.03, -0.09, 0.86], [1.70, 1.67, -0.69], [-1.90, -4.16, 1.08], [0.62, 1.53, -1.30], [-0.39, 0.07, -0.25], [0.23, -0.12, 0.33], [1.04, 0.22, -0.58], [-0.88, -0.27, 0.18], [-0.12, -0.44, 0.35], [-0.01, 0.20, 0.04], [-0.14, -0.19, 0.10], [-0.07, 0.24, -0.32], [-0.11, 0.07, 0.49], [0.22, 0.08, -0.21], [-0.08, -0.19, 0.98], [0.37, -0.38, -0.20], [-0.55, 0.40, -0.13], [0.53, 0.64, 0.51], [-0.94, -0.48, 0.55], [0.27, 2.48, -0.01], [0.42, -0.31, 1.54], [-0.60, -0.88, 1.02], [1.61, -1.32, 0.12], [-0.72, 0.52, -0.90], [0.00, 0.01, 0.42], [0.07, 0.42, -0.37], [-0.25, 0.00, 0.22], [-0.15, 0.06, -0.57], [0.30, -0.20, -0.18], [0.22, 0.30, -0.36], [-0.27, -1.51, -0.07], [-0.39, -0.39, -0.35], [-0.06, 0.49, -0.63], [0.34, 0.52, -0.25], [0.17, -0.27, -0.63], [-0.61, 1.26, 0.06], [0.79, -0.64, 0.68], [-0.35, 0.30, -0.06], [0.67, 0.57, 0.10], [0.79, 0.62, -2.19], [0.76, -0.89, 0.26], [-0.85, -0.13, -0.19], [-1.55, -0.88, 1.55], [0.44, -1.52, -0.80], [-0.93, 2.67, 0.67], [0.76, 0.69, 0.18], [0.62, -0.41, -1.70], [0.99, 0.63, 0.41], [0.24, -1.00, 0.41], [-1.82, -0.94, -0.78], [-0.32, -0.09, 1.68], [-0.80, -3.38, -0.36], [0.37, 1.18, 0.61], [-0.14, 0.48, 0.50], [0.88, 1.14, -1.00], [-0.48, -2.98, -1.68], [1.08, 1.88, 2.02], [-1.22, 1.70, 0.64], [0.86, 0.70, -0.39]], "lowdin_spin": [0.00, 0.00, 0.00, 0.00, 0.00, 0.00, 0.00, 0.00, 0.00, 0.00, 0.00, 0.00, 0.00, 0.00, 0.00, 0.00, 0.00, 0.00, 0.00, 0.00, 0.00, 0.00, 0.00, 0.00, 0.00, 0.00, 0.00, 0.00, 0.00, 0.00, 0.00, 0.00, 0.00, 0.00, 0.00, 0.00, 0.00, 0.00, 0.00, 0.00, 0.00, 0.00, 0.00, 0.00, 0.00, 0.00, 0.00, 0.00, 0.00, 0.00, 0.00, 0.00, 0.00, 0.00, 0.00, 0.00, 0.00, 0.00, 0.00, 0.00, 0.00, 0.00, 0.00, 0.00, 0.00, 0.00, 0.00, 0.00, 0.00, 0.00, 0.00, 0.00, 0.00, 0.00, 0.00, 0.00, 0.00, 0.00, 0.00, 0.00, 0.00, 0.00, 0.00, 0.00, 0.00, 0.00, 0.00, 0.00, 0.00, 0.00, 0.00, 0.00, 0.00, 0.00, 0.00, 0.00, 0.00, 0.00, 0.00, 0.00, 0.00, 0.00, 0.00, 0.00, 0.00, 0.00, 0.00, 0.00, 0.00, 0.00, 0.00, 0.00, 0.00, 0.00, 0.00, 0.00, 0.00, 0.00, 0.00, 0.00, 0.00, 0.00, 0.00, 0.00, 0.00, 0.00, 0.00, 0.00, 0.00, 0.00, 0.00, 0.00, 0.00, 0.00, -0.01, 0.00, 0.00, 0.00, -0.07, 0.33, 0.38, 0.39, 0.00, 0.00, 0.00, 0.00, 0.00, 0.00, 0.00, 0.00], "homo_energy_ev": [-16.262, -16.262], "e_tot_ev": -133605.284, "total_charge": 5, "e_lumo_ev": [-11.2810, -12.8820], "orbital_gap_ev": [5.0, 3.4], "s_squared": 0.768, "multiplicity": 2}

---

(3)
{"formula": "C2H9N3O2", "method": "ωB97M-V/def2-TZVPD", "symbols": ["O", "C", "C", "O", "H", "H", "H", "H", "N", "N", "N", "H", "H", "H", "H", "H"], "positions_angstrom": [[-1.92075, -1.02558, 0.91233], [-1.71611, 0.04025, 0.41543], [-1.79743, 0.32418, -1.10447], [-1.83388, -0.69541, -1.92076], [-1.57761, 0.98065, 0.93791], [-2.78302, 0.98583, -1.10280], [-0.84186, 0.94658, -1.18975], [-2.52830, -1.37710, -1.66147], [1.21215, 0.49772, -0.04874], [2.38770, -0.18112, 0.15251], [2.40180, -0.91448, 1.32188], [0.84606, 1.10363, 0.74663], [1.15790, 0.94163, -0.94536], [3.19381, 0.51248, 0.12516], [1.86411, -1.81639, 1.28189], [1.93542, -0.32286, 2.07960]], "atomic_forces_ev_per_a": [[0.09, -0.30, 0.48], [-0.68, -0.45, -1.99], [-0.37, 3.71, 3.78], [-1.13, -3.76, -1.89], [0.22, 0.49, 0.91], [1.80, -0.56, -0.36], [-1.59, -0.52, -0.77], [1.40, 1.36, -0.22], [-2.59, 0.71, 1.12], [2.28, 0.88, -0.98], [-1.05, 0.14, 2.07], [1.12, -0.57, -1.19], [0.21, 0.14, -0.18], [-1.06, -1.50, 0.65], [0.58, 1.42, -0.53], [0.77, -1.18, -0.89]], "mulliken_charge": [-0.51, 0.01, -0.15, -0.48, 0.41, 0.29, 0.07, 0.34, -0.33, -0.28, -0.55, 0.20, 0.23, 0.24, 0.27, 0.23], "homo_energy_ev": -8.655, "e_tot_ev": -10781.638, "e_lumo_ev": 0.8094, "orbital_gap_ev": 9.5, "smiles": "O=CCO.NNN", "relative_energy_ev": 4.4046}

---

(4)
{"formula": "C5H13N3", "method": "ωB97M-V/def2-TZVPD", "symbols": ["C", "C", "N", "N", "C", "C", "C", "N", "H", "H", "H", "H", "H", "H", "H", "H", "H", "H", "H", "H", "H"], "positions_angstrom": [[2.53821, -0.73248, -0.53763], [1.41302, 0.07217, 0.05064], [1.02753, -0.02161, 1.54840], [0.24768, -0.60163, 0.48131], [-1.02725, 0.04008, 0.15824], [-1.17829, 1.50506, 0.56235], [-1.06004, -0.08750, -1.47165], [-2.08196, -0.73077, 0.72741], [2.55566, -0.61199, -1.61970], [2.42668, -1.78746, -0.29195], [3.49245, -0.38589, -0.14219], [1.39386, 1.12418, -0.23027], [1.50663, -0.78742, 2.02740], [-0.86514, 1.63168, 1.59739], [-2.22083, 1.79175, 0.45026], [-0.57131, 2.15952, -0.05835], [-2.05112, 0.26793, -1.74205], [-0.97301, -1.13647, -1.74658], [-0.34166, 0.53608, -1.99986], [-1.98393, -1.71970, 0.52944], [-2.24718, -0.52552, 1.70742]], "atomic_forces_ev_per_a": [[-0.04, 0.11, 0.32], [0.57, -0.25, 2.28], [0.64, 0.50, -1.04], [0.12, -0.07, -0.72], [0.34, 0.09, -2.19], [0.14, -0.31, 0.11], [-1.04, 0.23, 2.04], [-0.88, 0.12, -0.19], [-0.01, -0.06, -0.08], [-0.07, 0.00, -0.02], [0.10, 0.05, -0.07], [-0.34, -0.20, -0.15], [0.00, -0.03, -0.45], [-0.07, 0.07, 0.06], [-0.03, 0.02, -0.02], [0.05, 0.04, -0.02], [-0.13, -0.09, -0.22], [0.13, 0.00, -0.07], [0.27, -0.09, 0.29], [0.08, 0.15, 0.35], [0.18, -0.27, -0.20]], "mulliken_charge": [-1.41, 0.39, -0.65, -0.14, 1.06, -1.57, -1.51, -0.67, 0.31, 0.36, 0.34, 0.41, 0.26, 0.42, 0.44, 0.32, 0.44, 0.41, 0.32, 0.24, 0.24], "homo_energy_ev": -9.107, "e_tot_ev": -9864.364, "e_lumo_ev": 1.1220, "orbital_gap_ev": 10.2, "smiles": "C[C@@H]1NN1C(C)(C)N", "relative_energy_ev": 2.0022}